Formula: CH2BrOP
Source: OMol25
Level of theory: wB97M-V/def2-TZVPD

```
6
Properties=species:S:1:pos:R:3:forces:R:3
C 0.205 -0.642 -0.557 -1.8 1.6 2.4
O -0.365 2.327 0.750 0.9 1.1 0.0
P -1.168 1.138 0.670 0.3 -3.2 -1.2
Br 0.490 -1.542 1.211 -0.1 0.6 -1.1
H 0.996 0.051 -0.763 0.6 -0.3 -0.2
H -0.158 -1.332 -1.312 0.1 0.1 0.2
```
Forces are in eV/Å.

## Properties
Total energy (hartree): -3029.835588
F_max (eV/Å): 3.5
HOMO (alpha / beta) (eV): -8.45 / -8.45

Atomic partial charges in e from the Mulliken method, atoms 1 to 4:
1. C -0.776
2. O -0.325
3. P 0.580
4. Br -0.141


Formula: C2H6N4S
Source: OMol25
Level of theory: wB97M-V/def2-TZVPD

```
13
Properties=species:S:1:pos:R:3:forces:R:3
H -0.796 -1.613 -0.897 0.0 -0.1 -0.1
N -1.692 -1.136 -0.972 -0.3 0.3 0.0
C -1.786 -0.235 -0.092 0.9 -0.1 0.2
N -0.775 0.071 0.843 -0.8 0.8 0.2
N 0.455 -0.502 0.756 -0.5 1.8 -1.1
C 1.476 0.029 0.023 0.4 0.5 -0.4
N 1.205 1.240 -0.526 -1.3 0.0 0.1
S 2.916 -0.754 -0.097 0.3 -0.2 0.0
H -2.648 0.429 -0.042 0.0 -0.2 0.2
H -0.905 0.704 1.629 -0.3 -0.2 -0.5
H 0.594 -1.329 1.220 0.6 -2.3 1.1
H 1.742 1.629 -1.278 0.5 -0.4 0.1
H 0.214 1.467 -0.567 0.4 0.1 0.1
```
Forces are in eV/Å.

## Properties
Total energy (hartree): -696.996362
F_max (eV/Å): 2.6
HOMO (eV): -8.55

Atomic partial charges in e from the Mulliken method, atoms 1 to 4:
1. H 0.300
2. N -0.619
3. C 0.011
4. N -0.324


Formula: C22H22N2O4
Source: OMol25
Level of theory: wB97M-V/def2-TZVPD

```
50
Properties=species:S:1:pos:R:3:forces:R:3
C 1.744 4.124 0.794 0.3 0.2 -0.2
O 0.712 3.648 1.635 -0.1 -0.4 0.5
C 1.170 2.982 2.763 0.0 0.1 0.0
C 1.006 3.602 3.990 -0.1 0.0 -0.2
C 1.446 3.000 5.156 0.0 0.0 0.0
C 2.065 1.766 5.085 0.0 0.0 0.1
C 2.213 1.128 3.867 0.0 -0.1 -0.1
C 1.761 1.707 2.682 -0.1 0.2 0.1
N 1.914 1.091 1.432 0.1 0.0 -0.1
C 2.831 -0.025 1.316 0.2 0.1 -0.2
C 3.192 -0.220 -0.160 0.3 -0.3 0.3
N 1.984 -0.435 -0.927 0.1 0.2 0.1
C 1.754 -1.635 -1.491 0.0 0.0 -0.1
O 2.591 -2.517 -1.543 -0.1 -0.2 -0.1
C 0.390 -1.859 -2.097 0.0 -0.4 -0.7
C 0.244 -2.292 -3.363 0.1 0.2 0.3
C -1.068 -2.574 -3.933 0.0 0.1 0.1
O -1.247 -2.924 -5.085 0.0 0.0 0.1
C -2.166 -2.389 -2.964 0.0 0.1 0.3
C -3.489 -2.649 -3.327 0.0 0.1 0.2
C -4.527 -2.480 -2.433 0.1 0.0 -0.2
C -5.946 -2.761 -2.819 0.0 0.0 0.0
C -4.229 -2.038 -1.140 0.2 0.0 -0.1
C -2.934 -1.775 -0.754 0.2 0.0 0.0
C -1.894 -1.952 -1.666 -0.7 -0.2 -0.5
O -0.631 -1.673 -1.238 0.2 0.0 0.2
C 1.065 0.672 -0.810 -0.4 0.2 0.2
C 0.702 0.868 0.663 -0.2 0.1 -0.3
H 2.323 4.907 1.295 -0.1 0.0 0.0
H 1.253 4.542 -0.083 0.1 0.0 0.0
H 2.419 3.318 0.495 0.0 0.0 0.0
H 0.535 4.574 4.010 0.0 0.1 0.0
H 1.316 3.496 6.105 0.0 0.0 0.1
H 2.423 1.285 5.982 0.0 0.0 0.1
H 2.673 0.152 3.845 0.0 -0.1 0.0
H 3.740 0.199 1.876 0.0 -0.1 0.0
H 2.392 -0.961 1.698 0.1 0.0 0.0
H 3.835 -1.093 -0.287 0.0 0.1 0.0
H 3.702 0.670 -0.540 0.0 0.0 0.0
H 1.115 -2.437 -3.982 0.1 0.0 0.0
H -3.667 -2.987 -4.337 0.0 0.0 -0.1
H -6.559 -1.872 -2.679 -0.1 0.0 0.0
H -6.358 -3.551 -2.192 -0.1 -0.1 0.0
H -6.011 -3.071 -3.858 -0.1 0.0 -0.1
H -5.032 -1.901 -0.431 -0.1 0.0 0.1
H -2.703 -1.434 0.243 0.0 0.0 0.1
H 0.169 0.506 -1.404 0.1 0.0 0.0
H 1.568 1.572 -1.183 -0.1 0.0 0.0
H 0.041 1.727 0.772 0.0 -0.1 0.0
H 0.176 -0.034 1.019 0.0 0.0 0.0
```
Forces are in eV/Å.

## Properties
Total energy (hartree): -1262.009976
F_max (eV/Å): 0.8
HOMO (eV): -8.30

Atomic partial charges in e from the Mulliken method, atoms 1 to 4:
1. C -0.662
2. O -0.514
3. C 0.574
4. C -0.442